Entry 1:
{"formula": "C6H8P2", "method": "ωB97M-V with the def2-TZVPD basis set", "molar_mass_da": 142.08, "fmax_ev_per_a": 4.614, "e_above_lowest_kcal_mol": 19.50, "homo_lumo_gap_ev": 7.08, "elements": ["C", "C", "C", "C", "C", "C", "P", "P", "H", "H", "H", "H", "H", "H", "H", "H"], "positions_angstrom": [[2.7183, 0.9309, 0.1400], [1.6465, 1.3128, -0.5666], [2.6938, -0.4081, 0.6728], [-3.2369, -0.9359, -0.4063], [-1.9610, -0.8072, 0.1532], [-1.2771, 0.4131, 0.3441], [1.5608, -1.5211, 0.0257], [0.5762, 0.0626, -1.1416], [3.5042, 1.4859, 0.5403], [1.6172, 2.2939, -1.1005], [3.5561, -0.8477, 1.1725], [-3.6600, -1.9635, -0.5379], [-3.8017, -0.2099, -1.0060], [-1.4826, -1.7211, 0.4132], [-1.8595, 1.3899, 0.1799], [-0.5943, 0.5254, 1.1172]]}



Entry 2:
{"formula": "C6H8S", "method": "ωB97M-V with the def2-TZVPD basis set", "smiles": "C[C@@H]1C=CCC1=S", "molar_mass_da": 112.20, "fmax_ev_per_a": 5.383, "e_above_lowest_kcal_mol": 39.77, "homo_lumo_gap_ev": [8.30, 8.30], "elements": ["C", "C", "C", "C", "C", "C", "S", "H", "H", "H", "H", "H", "H", "H", "H"], "positions_angstrom": [[1.5261, -0.5774, -0.8093], [-0.0754, -0.4674, -0.7103], [-0.4543, 1.0075, -0.4399], [-1.0617, 1.0268, 0.7761], [-1.3488, -0.3040, 1.3540], [-0.6816, -1.2364, 0.4344], [-0.4075, -2.8280, 0.7205], [2.0387, -0.6324, 0.0802], [2.0432, 0.3828, -1.3461], [1.8903, -1.3515, -1.5752], [-0.4109, -0.7920, -1.7315], [-0.1937, 1.8183, -1.0040], [-1.2253, 2.0419, 1.3255], [-1.1676, -0.3756, 2.4223], [-2.5284, -0.4695, 1.5110]]}



Entry 3:
{"formula": "C6H8S", "method": "ωB97M-V with the def2-TZVPD basis set", "smiles": "S[C@@]12C=CC[C@@H]1C2", "molar_mass_da": 112.20, "fmax_ev_per_a": 4.640, "e_above_lowest_kcal_mol": 42.44, "homo_lumo_gap_ev": 9.53, "elements": ["S", "C", "C", "C", "C", "C", "C", "H", "H", "H", "H", "H", "H", "H", "H"], "positions_angstrom": [[2.6163, 0.0060, -0.1526], [0.8974, 0.0839, 0.2323], [0.1614, 1.3734, 0.4467], [-1.0448, 1.4275, -0.1525], [-1.4096, 0.0069, -0.5899], [-0.0961, -0.7296, -0.4243], [0.3345, -1.1395, 1.0187], [2.2696, -0.7558, -1.2596], [0.7576, 2.2813, 0.7008], [-1.6395, 2.2473, -0.1213], [-2.1383, -0.3115, 0.1279], [-1.7159, -0.0035, -1.5923], [0.2719, -1.4625, -1.1009], [-0.2627, -0.9794, 1.8617], [0.9983, -2.0446, 1.0053]]}



Entry 4:
{"formula": "C6H8S", "method": "ωB97M-V with the def2-TZVPD basis set", "smiles": "C1=CC[C@H]2S[C@@H]2C1", "molar_mass_da": 112.20, "fmax_ev_per_a": 2.798, "e_above_lowest_kcal_mol": 52.85, "homo_lumo_gap_ev": 9.63, "elements": ["C", "C", "C", "C", "S", "C", "C", "H", "H", "H", "H", "H", "H", "H", "H"], "positions_angstrom": [[-0.2079, -0.7682, -1.7908], [-1.3925, -0.1087, -1.4346], [-1.6865, 0.4660, -0.0612], [-0.2501, 0.8057, 0.3671], [0.9676, 0.5291, 1.6831], [0.4763, -0.5109, 0.3901], [1.1026, -0.9453, -0.9593], [-0.1333, -1.1578, -2.7539], [-2.2837, -0.1685, -2.1058], [-2.3429, 1.3090, 0.0519], [-2.1177, -0.2861, 0.6301], [0.0316, 1.6704, -0.2651], [-0.2745, -1.2030, 0.6902], [1.9575, -0.2636, -1.2315], [1.4302, -1.9988, -1.0140]]}